(1)
{
  "formula": "C3H5BrO2S",
  "method": "wB97M-V/def2-TZVPD",
  "total_charge": 0,
  "gap_ev": [8.7, 8.7],
  "lumo_ev": [-0.677, -0.676],
  "e_homo_ev": [-9.37, -9.37],
  "species": ["C", "C", "C", "O", "O", "S", "Br", "H", "H", "H", "H", "H"],
  "positions_angstrom": [[1.317190, -0.951325, -0.454435], [0.283261, 0.117846, -0.464003], [-1.005540, -0.058887, 0.310279], [1.167244, -3.511171, -1.242361], [0.313607, -1.850436, -2.768039], [0.679287, -2.175405, -1.393085], [-1.831341, -1.788670, -0.307665], [1.879561, -1.448906, 0.452106], [0.091296, 0.310531, -1.559845], [0.639207, 1.135195, -0.049952], [-1.602511, 0.781897, -0.066431], [-1.042738, -0.169597, 1.467734]],
  "forces_ev_per_angstrom": [[-0.06, -2.58, 1.22], [1.42, 2.57, 0.19], [-0.97, -0.82, 0.77], [-0.19, -0.21, 1.02], [-0.57, 0.38, 1.65], [2.53, 0.22, -2.63], [-0.47, 0.75, 0.43], [-1.46, 1.39, -1.56], [-0.32, -0.06, 1.21], [0.05, -1.49, -0.65], [-0.52, -0.58, 0.57], [0.56, 0.43, -2.24]]
}



(2)
{
  "formula": "C5H11N3O",
  "method": "wB97M-V/def2-TZVPD",
  "total_charge": 0,
  "smiles": "CCC(C)=O.N=C=NN",
  "gap_ev": 9.6,
  "lumo_ev": 0.804,
  "e_homo_ev": -8.79,
  "species": ["C", "C", "C", "C", "O", "H", "H", "H", "H", "H", "H", "H", "H", "N", "C", "N", "N", "H", "H", "H"],
  "positions_angstrom": [[-0.881770, 0.246989, -1.813414], [-1.463669, -0.728605, -0.794510], [-0.950930, -0.414621, 0.687064], [-0.285550, -1.613835, 1.314118], [-1.507311, 0.439629, 1.345998], [-1.447226, 0.199837, -2.743064], [-0.945873, 1.271677, -1.453908], [0.129172, -0.045551, -2.091349], [-1.338160, -1.763671, -1.112793], [-2.539235, -0.548109, -0.731786], [0.530514, -1.938730, 0.671736], [0.117569, -1.351056, 2.290071], [-1.002185, -2.425894, 1.421193], [3.106807, 0.377903, -0.629109], [2.094445, 0.563481, 0.012527], [1.065689, 1.006005, 0.491784], [0.655528, 2.272238, 0.868789], [3.785172, -0.359905, -0.546535], [-0.318401, 2.181525, 1.159120], [1.195415, 2.630695, 1.654069]],
  "forces_ev_per_angstrom": [[-0.23, -0.45, -0.46], [0.28, 1.43, 0.83], [-2.62, -2.13, -0.77], [1.05, 0.74, 0.24], [0.60, 0.34, -0.29], [-0.17, 0.00, -0.06], [0.28, 0.00, 0.04], [0.22, 0.35, 0.21], [0.35, -0.01, 0.30], [0.00, -0.02, 0.12], [0.05, -0.25, -0.02], [-0.04, -0.07, 0.09], [-0.16, 0.06, -0.13], [0.31, -0.97, -1.03], [-0.85, 2.22, 1.08], [0.70, -1.43, -0.85], [0.03, 0.46, 0.25], [0.05, 0.10, 0.47], [0.17, -0.15, 0.06], [-0.02, -0.21, -0.08]]
}



(3)
{
  "formula": "C27H28N4OS2",
  "method": "wB97M-V/def2-TZVPD",
  "total_charge": 0,
  "smiles": "S=C(SCCCc1cccc2nccnc12)N(c1ccccc1)c1ccccc1.CNC(C)=O",
  "gap_ev": 7.7,
  "lumo_ev": -0.627,
  "e_homo_ev": -8.34,
  "species": ["S", "C", "S", "C", "C", "C", "C", "C", "C", "C", "C", "N", "C", "C", "N", "C", "N", "C", "C", "C", "C", "C", "C", "C", "C", "C", "C", "C", "C", "H", "H", "H", "H", "H", "H", "H", "H", "H", "H", "H", "H", "H", "H", "H", "H", "H", "H", "H", "H", "H", "C", "N", "C", "C", "O", "H", "H", "H", "H", "H", "H", "H"],
  "positions_angstrom": [[2.240750, 1.477275, 3.381296], [0.676934, 1.801604, 2.951217], [0.247465, 1.936699, 1.190787], [1.773212, 2.393259, 0.262731], [2.731068, 1.171153, -0.046151], [2.355378, 0.368838, -1.355923], [1.639689, -1.010872, -1.057334], [2.225553, -1.924455, -0.070182], [1.533584, -3.223188, 0.211166], [0.314173, -3.559686, -0.493367], [-0.312366, -2.656869, -1.525972], [-1.494374, -3.096725, -2.113692], [-1.926429, -2.154825, -2.995431], [-1.243670, -0.872989, -3.334498], [-0.086076, -0.471462, -2.746820], [0.376775, -1.381096, -1.802583], [-0.295502, 1.994297, 4.023552], [-0.835711, 3.350743, 4.052245], [-1.655474, 3.988081, 3.010083], [-2.093498, 5.389133, 3.202839], [-1.717347, 6.200497, 4.383849], [-0.890740, 5.561636, 5.431031], [-0.478613, 4.165588, 5.240071], [-1.323812, 0.963959, 4.042120], [-2.774503, 1.184103, 4.075350], [-3.691299, 0.010547, 4.048677], [-3.224198, -1.381047, 4.010357], [-1.754546, -1.602566, 4.021660], [-0.844106, -0.449691, 4.028009], [2.360145, 3.080475, 0.947276], [1.526335, 3.012453, -0.643689], [2.816519, 0.482400, 0.834332], [3.764760, 1.621034, -0.178391], [3.285069, 0.117030, -1.952532], [1.721679, 1.013501, -2.025639], [3.173465, -1.654922, 0.464893], [1.947820, -3.956441, 0.940496], [-0.167811, -4.544955, -0.268047], [-2.889895, -2.376998, -3.535709], [-1.719330, -0.198799, -4.089813], [-1.938502, 3.423878, 2.088541], [-2.740921, 5.915444, 2.449185], [-2.053743, 7.269552, 4.467107], [-0.537670, 6.096564, 6.353684], [0.148499, 3.710360, 6.054642], [-3.196522, 2.213023, 4.119885], [-4.786955, 0.246305, 4.046602], [-3.971040, -2.220033, 3.994148], [-1.396918, -2.666586, 4.017086], [0.253370, -0.683059, 4.036095], [0.287273, -4.081288, -7.165518], [1.546704, -3.377000, -7.294018], [2.187181, -2.614317, -6.365626], [1.539306, -2.453768, -5.015329], [3.253599, -2.085683, -6.640868], [0.465187, -5.144091, -7.342767], [-0.398672, -3.706138, -7.928185], [-0.157381, -3.948474, -6.182683], [2.041358, -3.437118, -8.171594], [2.166111, -1.821924, -4.388415], [0.564250, -1.976058, -5.120649], [1.434413, -3.426310, -4.529591]],
  "forces_ev_per_angstrom": [[-1.15, 0.38, -0.16], [2.11, -0.03, -0.10], [-0.61, 0.24, 0.58], [1.71, -0.16, 1.17], [0.42, 0.34, -0.61], [-0.20, -0.66, -0.03], [0.25, -1.35, 1.10], [-2.42, 0.04, -1.78], [-1.45, 1.20, -1.99], [1.44, 1.21, 0.20], [1.70, -0.86, 1.93], [1.13, 3.59, -1.36], [0.15, 0.00, -0.11], [0.56, -0.90, 1.25], [-2.17, -2.20, 0.03], [0.88, -0.14, 0.73], [-1.76, 0.18, -1.70], [-0.43, 3.44, 0.91], [0.49, 1.32, 1.87], [1.00, -0.27, 1.50], [0.87, -2.63, -0.13], [-0.69, -1.22, -2.24], [-0.78, 0.64, -0.95], [-1.43, -3.00, -0.09], [0.88, -2.28, -0.09], [1.85, -0.09, 0.01], [1.59, 2.39, 0.16], [-1.48, 2.20, -0.08], [-1.75, -0.40, 0.08], [-0.79, -0.69, -0.63], [-0.21, -0.92, 0.85], [-0.27, 0.84, -0.78], [-1.13, -0.49, 0.07], [-0.93, 0.34, 0.73], [0.53, -0.83, 0.66], [-1.12, -0.30, -0.63], [-0.35, 0.81, -0.67], [0.34, 1.15, -0.38], [1.13, 0.24, 0.64], [0.56, -0.69, 0.76], [0.24, 0.67, 1.01], [0.81, -0.91, 0.69], [0.40, -1.35, -0.10], [-0.55, -0.54, -1.17], [-0.72, 0.31, -1.12], [0.40, -1.06, -0.05], [1.19, -0.39, 0.03], [1.03, 0.97, 0.01], [-0.09, 1.39, 0.00], [-1.23, 0.52, -0.03], [0.29, -0.01, -0.47], [0.00, 0.14, 0.32], [0.41, 0.13, -0.23], [0.05, 0.00, 0.06], [-0.12, -0.03, 0.10], [-0.26, -0.04, 0.11], [-0.20, -0.13, 0.14], [0.10, 0.04, -0.04], [-0.05, -0.01, 0.06], [0.01, -0.03, -0.16], [-0.04, -0.15, 0.09], [-0.18, 0.05, 0.03]]
}



Computed molecular weight, in the same sequence as the records: 185.0, 129.2, 488.7 g mol⁻¹.
Computed energy, in the same sequence as the records: -3239.8743, -436.5315, -2136.1245 hartree.